{
  "formula": "C46H48FN4O3PtSe",
  "method": "ωB97M-V/def2-TZVPD",
  "total_charge": -1,
  "multiplicity": 1,
  "fmax_ev_per_a": 2.04,
  "gap_ev": [5.2, 5.2],
  "species": ["Pt", "C", "C", "C", "C", "C", "C", "C", "C", "C", "C", "C", "C", "N", "C", "C", "C", "C", "C", "C", "F", "H", "H", "H", "H", "H", "H", "H", "H", "H", "H", "H", "H", "H", "H", "H", "H", "H", "H", "H", "H", "H", "C", "O", "C", "C", "C", "C", "C", "C", "N", "C", "N", "C", "C", "C", "C", "C", "C", "O", "C", "N", "C", "C", "C", "C", "C", "C", "O", "C", "H", "H", "H", "H", "H", "H", "H", "H", "H", "H", "H", "H", "H", "H", "H", "H", "H", "H", "H", "H", "H", "H", "Se", "C", "C", "C", "C", "C", "C", "H", "H", "H", "H", "H"],
  "positions_angstrom": [[-0.01440, 0.18981, 0.21820], [-3.17384, 2.53184, 0.24171], [-3.04713, 1.83624, 1.60015], [-2.78448, 0.33923, 1.42751], [-2.00003, 2.44299, 2.50593], [-2.39654, 2.88429, 3.75884], [-1.48605, 3.39843, 4.66304], [-0.14326, 3.41076, 4.33627], [0.29653, 2.97209, 3.09802], [1.77597, 2.93937, 2.79449], [2.39739, 4.33302, 2.88361], [2.48717, 1.97763, 3.74940], [-0.64216, 2.53618, 2.13942], [-0.21899, 2.23478, 0.84139], [0.04367, 3.26082, 0.01240], [-0.30515, 4.60072, 0.31047], [-0.07808, 5.62821, -0.57728], [0.51211, 5.40107, -1.81111], [0.87823, 4.10643, -2.14047], [0.64874, 3.08657, -1.25192], [1.04375, 1.83836, -1.64908], [-4.07959, 2.19477, -0.26199], [-2.33167, 2.29632, -0.40328], [-3.21663, 3.61537, 0.35512], [-4.01456, 1.93848, 2.11009], [-1.78016, 0.16511, 0.96528], [-3.54139, -0.10135, 0.78497], [-2.80502, -0.16859, 2.38932], [-3.44523, 2.84347, 4.02888], [-1.81667, 3.76450, 5.62497], [0.56994, 3.77421, 5.06413], [1.91587, 2.56357, 1.77640], [2.27404, 4.74467, 3.88323], [1.92416, 5.00691, 2.17330], [3.46283, 4.28988, 2.66458], [2.38866, 2.30950, 4.78152], [3.54578, 1.92282, 3.50294], [2.06163, 0.98038, 3.66729], [-0.77879, 4.80416, 1.26239], [-0.36116, 6.63671, -0.30451], [0.68133, 6.21318, -2.50102], [1.35091, 3.87381, -3.08353], [2.40064, 0.97511, -4.71039], [1.15171, 0.34363, -4.58145], [0.71295, -0.47928, -5.56848], [1.18575, -0.46267, -6.87243], [0.63854, -1.29483, -7.83710], [-0.37934, -2.16750, -7.50339], [-0.85856, -2.19607, -6.20562], [-0.33103, -1.36673, -5.22303], [-0.89213, -1.37926, -3.95125], [-0.30556, -1.01785, -2.73416], [0.95240, -1.44093, -2.59094], [1.92844, -1.26408, -1.60208], [1.70292, -0.76937, -0.31293], [2.79690, -0.75588, 0.56144], [4.04052, -1.22152, 0.18709], [4.25456, -1.69723, -1.10027], [3.20438, -1.71278, -1.99562], [3.30058, -2.14637, -3.31764], [4.40003, -2.93508, -3.67709], [-1.02869, -0.46498, -1.81822], [-2.25494, 0.10543, -2.18170], [-2.21417, 1.30131, -2.90477], [-3.35950, 1.96745, -3.28073], [-4.59388, 1.42607, -2.95767], [-4.65929, 0.24215, -2.24861], [-3.50852, -0.43742, -1.84985], [-3.74977, -1.59794, -1.17236], [-2.70563, -2.49114, -0.83645], [2.64976, 1.31967, -3.70677], [2.35771, 1.83361, -5.39201], [3.16863, 0.27594, -5.05680], [1.96065, 0.23596, -7.15144], [1.00492, -1.24671, -8.85258], [-0.80909, -2.81963, -8.24875], [-1.65512, -2.87385, -5.93969], [-1.89522, -1.49160, -3.91554], [1.32739, -1.93242, -3.39362], [2.65990, -0.39909, 1.57543], [4.86020, -1.22371, 0.89564], [5.23033, -2.06397, -1.38198], [4.16388, -3.34121, -4.66245], [4.54943, -3.75930, -2.97193], [5.32301, -2.34511, -3.74454], [-1.23763, 1.69751, -3.13906], [-3.28993, 2.90053, -3.82108], [-5.50677, 1.92653, -3.24756], [-5.60923, -0.19874, -1.98380], [-3.18757, -3.27339, -0.25134], [-1.91866, -2.02774, -0.23833], [-2.26131, -2.93715, -1.73002], [0.52032, -3.44256, 1.01795], [-0.70683, -4.86313, 1.26679], [-1.11153, -5.25367, 2.53996], [-2.02544, -6.27454, 2.70203], [-2.55406, -6.92356, 1.59772], [-2.15062, -6.54306, 0.32690], [-1.23334, -5.52721, 0.16156], [-0.70331, -4.74841, 3.40388], [-2.33272, -6.57362, 3.69698], [-3.26761, -7.72826, 1.72596], [-2.56539, -7.03723, -0.54160], [-0.91835, -5.22723, -0.82820]],
  "forces_ev_per_a": [[1.0141, -0.9264, -1.5104], [-0.0616, -0.0308, 0.0981], [0.0947, -0.0220, -0.2784], [-0.1793, 0.3438, 0.0268], [0.0564, -0.0128, -0.1880], [-0.0073, 0.0991, 0.1450], [0.0327, -0.0177, 0.0915], [-0.0667, 0.0178, 0.1295], [-0.1275, -0.1227, -0.3896], [0.2036, 0.0777, 0.0294], [-0.0743, -0.1146, -0.1177], [-0.0905, 0.0309, -0.2209], [-0.0731, 0.3801, 0.9142], [0.3219, -1.9008, 0.0239], [0.1382, 0.7310, -0.5110], [0.0298, -0.3111, 0.0712], [0.0676, 0.2932, -0.1666], [-0.0388, 0.1615, 0.0080], [-0.0034, 0.0352, 0.0546], [0.0454, -0.3056, -0.0312], [0.0526, 0.5498, -0.1129], [-0.0590, 0.0155, -0.0261], [-0.0288, 0.0284, 0.0126], [-0.0417, 0.0620, -0.0023], [0.1316, 0.0193, 0.0173], [-1.1352, -0.1767, 0.5207], [0.0000, -0.1443, -0.1190], [0.1770, -0.1209, 0.0339], [-0.0459, -0.0596, -0.0460], [-0.0284, 0.0112, 0.0770], [0.1032, 0.0051, 0.0364], [-0.0653, 0.0460, 0.1253], [0.0111, 0.0907, 0.1376], [-0.0226, 0.1150, -0.0646], [0.1273, 0.0145, -0.0349], [0.0093, 0.0147, 0.1259], [0.1482, -0.0308, 0.0105], [-0.0338, -0.1422, 0.0492], [0.0180, 0.0104, -0.0187], [-0.0559, 0.0320, 0.0422], [0.0345, 0.0676, -0.0728], [0.0312, -0.0586, -0.0875], [0.3390, 0.2025, 0.0155], [-0.4687, -0.1315, -0.2725], [-0.1283, -0.0614, 0.0674], [0.1069, 0.1234, 0.0839], [0.0112, -0.0800, -0.0793], [-0.0329, 0.0901, -0.0996], [0.1322, 0.0559, 0.0873], [0.3831, 0.1837, -0.2838], [-0.2105, 0.1053, 0.4239], [-0.5586, -0.4095, -0.0913], [0.2148, -0.3293, -0.2865], [-0.1869, 0.0705, 0.2358], [-0.3777, 1.0017, -0.1349], [-0.3565, 0.0898, 0.1786], [-0.0446, -0.0831, -0.0328], [0.1221, -0.1158, -0.2117], [-0.0907, 0.0262, 0.0128], [-0.4293, 0.3802, 0.6013], [0.2951, -0.2366, -0.1018], [1.4518, -0.2589, 1.1178], [-0.4521, 0.1891, -0.0671], [-0.1055, -0.0394, 0.1214], [0.0313, 0.0917, -0.1851], [-0.0825, -0.1398, 0.1322], [-0.0592, 0.0749, -0.0925], [0.1686, -0.3848, 0.1272], [-0.3601, 0.8106, -0.3703], [0.3474, -0.3689, 0.4074], [0.0367, 0.0204, -0.0933], [-0.0412, -0.0754, 0.0259], [-0.0632, -0.0062, 0.0395], [0.0747, 0.0360, 0.0407], [0.0552, -0.0155, -0.0405], [-0.0341, -0.0505, -0.0546], [-0.0957, -0.0968, 0.1006], [0.1232, 0.1445, 0.0408], [-0.1738, 0.0324, 0.1540], [-0.0934, 0.0869, -0.0236], [-0.0597, 0.0172, 0.0046], [0.0543, 0.0002, -0.0768], [0.0994, 0.0186, 0.0827], [-0.0056, 0.0545, -0.0310], [-0.0805, -0.0373, 0.0434], [0.1418, 0.0739, -0.0114], [0.0109, 0.0526, -0.0378], [-0.0641, 0.0381, -0.0069], [-0.0768, -0.0425, 0.0235], [0.1087, -0.0214, -0.0521], [-0.1379, -0.1840, -0.0542], [0.0392, -0.0121, -0.0281], [0.2566, 0.5138, -0.1041], [0.3317, 0.5949, -0.1426], [-0.0658, -0.0702, 0.1435], [-0.1239, -0.1831, 0.1288], [-0.2036, -0.2779, 0.0065], [-0.1849, -0.1772, -0.0666], [-0.1085, -0.0716, -0.0235], [0.0438, 0.0803, 0.0039], [-0.0119, 0.0014, 0.0537], [-0.0369, 0.0001, 0.0025], [-0.0306, -0.0902, -0.0788], [0.0469, 0.0347, -0.0544]]
}